[1]
{
  "formula": "C9H18I2InN3OP2",
  "method": "ωB97M-V/def2-TZVPD",
  "energy_ha": -2060.79308,
  "orbital_gap_ev": [4.01, 3.77],
  "total_charge": 2,
  "e_homo_ev": [-14.5, -14.5],
  "relative_energy_ev": 1.771,
  "species": ["I", "I", "In", "P", "P", "O", "N", "N", "N", "C", "C", "C", "C", "C", "C", "C", "C", "C", "H", "H", "H", "H", "H", "H", "H", "H", "H", "H", "H", "H", "H", "H", "H", "H", "H", "H"],
  "coordinates": [[0.93079, 2.50840, 0.08654], [0.45204, -0.42274, 2.38907], [-0.25235, -0.42245, -0.67671], [2.17926, -0.92967, -1.26482], [-1.93147, 1.40962, 1.03156], [-0.92786, -3.84530, 0.46201], [-2.28982, -0.80211, -1.33838], [-4.71017, -4.50656, -2.06245], [-4.21973, -2.06776, -2.16545], [-1.50301, 2.40234, 2.52424], [-0.45509, -2.92768, -0.02096], [-2.91973, 2.64673, 0.10943], [-4.44214, -3.36319, -2.09301], [2.50650, -2.69080, -1.57837], [-3.18239, -1.47906, -1.71585], [3.37820, -0.46603, 0.02194], [2.75003, -0.07514, -2.75310], [-3.30761, 0.41338, 1.73411], [-3.99478, 1.06613, 2.29842], [2.58956, 1.00285, -2.63370], [-1.17501, 1.71668, 3.31299], [3.16789, -1.02514, 0.94162], [-2.38708, 2.97228, 2.83509], [1.75998, -3.09467, -2.27532], [-2.24554, 3.34930, -0.39179], [-3.85747, -0.07704, 0.91970], [-3.56481, 3.17377, 0.82546], [-3.53000, 2.12434, -0.63749], [-0.67502, 3.07788, 2.28109], [2.19820, -0.43788, -3.62927], [-2.87878, -0.35299, 2.39221], [2.46794, -3.24884, -0.63389], [3.27429, 0.60532, 0.23887], [3.82114, -0.28791, -2.86896], [3.51067, -2.76714, -2.02107], [4.38665, -0.69006, -0.35431]],
  "forces_ev_per_angstrom": [[-0.184, -0.174, -0.571], [-0.148, -0.316, -0.263], [-1.374, -0.013, 0.255], [1.191, -0.274, -0.492], [-1.630, 1.277, 1.415], [1.356, 2.332, -1.328], [2.667, 1.164, 1.036], [0.691, 2.509, -0.027], [2.684, 2.412, 1.034], [0.712, -0.182, -0.139], [-1.582, -2.575, 1.400], [0.601, -0.270, -0.953], [-0.904, -3.438, 0.108], [-0.554, -0.015, 0.114], [-3.014, -2.074, -1.552], [-0.611, 0.243, 0.311], [-0.426, 0.182, -0.046], [0.402, -0.965, -0.376], [0.456, -0.038, -0.238], [0.122, -0.181, -0.151], [-0.206, 0.350, 0.009], [0.235, 0.080, -0.247], [0.169, -0.218, -0.091], [0.283, -0.002, 0.113], [-0.315, 0.010, 0.061], [0.126, 0.098, 0.272], [0.226, -0.247, -0.079], [0.105, 0.230, 0.105], [-0.370, -0.035, 0.324], [0.176, 0.132, 0.138], [-0.322, 0.144, -0.045], [0.067, 0.053, -0.269], [0.217, -0.305, -0.049], [-0.256, 0.073, 0.010], [-0.279, 0.014, 0.154], [-0.307, 0.020, 0.060]]
}

***

[2]
{
  "formula": "C9H18IN2O2P",
  "method": "ωB97M-V/def2-TZVPD",
  "energy_ha": -1252.76897,
  "orbital_gap_ev": 9.56,
  "e_homo_ev": -9.3,
  "smiles": "NCCCCC[C@@]1(I)C[C@H]([PH2]=O)C(=O)N1",
  "species": ["I", "P", "O", "O", "N", "N", "C", "C", "C", "C", "C", "C", "C", "C", "C", "H", "H", "H", "H", "H", "H", "H", "H", "H", "H", "H", "H", "H", "H", "H", "H", "H", "H"],
  "coordinates": [[1.38894, -0.82711, -2.99863], [1.55226, -3.55324, -0.52542], [-1.42994, -3.61746, -1.95678], [2.82118, -2.80249, -0.60554], [-1.70315, 1.39396, 2.02630], [-1.29461, -1.29442, -1.92767], [-0.16433, -0.46581, -1.49956], [-0.97949, -2.61975, -1.48854], [0.68467, 2.09612, 1.64369], [0.02293, -2.55613, -0.33954], [0.21150, 2.72473, 0.31516], [-0.50061, 1.01326, -1.52624], [0.26589, -1.04777, -0.15343], [-0.41015, 1.68730, 2.65087], [0.58326, 1.94390, -0.95592], [0.64218, 3.72270, 0.22615], [-1.44839, 1.15104, -0.98232], [-1.58988, 0.88284, 1.15972], [-0.56810, 2.50522, 3.35922], [-2.29584, 0.84986, 2.63984], [1.25105, -0.76077, 0.20712], [1.32219, 1.23410, 1.42892], [-0.03155, 0.84015, 3.23587], [-2.15601, -0.97960, -1.47855], [0.85529, 2.66179, -1.73013], [1.24371, -4.42996, -1.57828], [-0.71265, 1.27191, -2.56391], [1.45535, -4.39292, 0.59946], [-0.49022, -0.68616, 0.55758], [1.33078, 2.81003, 2.15683], [-0.47815, -2.99432, 0.52795], [-0.87013, 2.87902, 0.35416], [1.49203, 1.35999, -0.77838]],
  "forces_ev_per_angstrom": [[0.011, 0.076, 0.039], [0.008, -0.043, 0.049], [-0.353, -0.367, -0.020], [0.030, 0.014, 0.073], [0.010, 0.029, -0.116], [0.377, 0.009, 0.410], [-0.091, 0.122, -0.216], [0.160, 0.177, -0.042], [-0.048, -0.033, 0.012], [0.235, 0.324, 0.173], [-0.118, 0.110, 0.093], [-0.164, -0.028, 0.009], [-0.426, -0.184, 0.104], [0.029, 0.046, 0.031], [0.137, -0.020, -0.066], [0.031, -0.018, 0.053], [0.094, -0.033, 0.028], [-0.026, -0.060, 0.135], [-0.050, -0.033, -0.045], [0.022, 0.020, -0.020], [0.051, -0.122, -0.195], [-0.086, -0.008, -0.026], [0.027, 0.039, 0.002], [-0.072, 0.000, -0.371], [-0.029, -0.042, -0.031], [-0.005, 0.010, -0.064], [-0.099, 0.022, 0.052], [0.015, -0.098, -0.033], [0.246, 0.012, 0.085], [0.062, -0.076, 0.005], [-0.055, 0.017, -0.052], [0.066, 0.037, -0.055], [0.011, 0.100, 0.000]]
}

***

[3]
{
  "formula": "C9H18LiO9S",
  "method": "ωB97M-V/def2-TZVPD",
  "energy_ha": -1436.59985,
  "orbital_gap_ev": 5.91,
  "total_charge": -1,
  "e_homo_ev": -3.8,
  "relative_energy_ev": 0.298,
  "species": ["S", "O", "O", "O", "O", "O", "O", "O", "O", "O", "C", "C", "C", "C", "C", "C", "C", "C", "C", "Li", "H", "H", "H", "H", "H", "H", "H", "H", "H", "H", "H", "H", "H", "H", "H", "H", "H", "H"],
  "coordinates": [[-2.74365, 0.62995, -0.04354], [-2.90258, 1.84511, 0.70055], [-0.12151, -0.68867, 2.71508], [-1.33551, 0.20444, 0.08789], [1.82895, 1.61444, 1.14089], [-0.06594, -1.79236, -0.91789], [-0.95669, 2.36483, 2.10899], [-2.92881, 0.83511, -1.42221], [-3.61476, -0.46577, 0.34529], [0.98279, -2.85162, -6.19372], [0.02088, -1.39182, -4.52998], [0.58096, -2.72331, -4.89007], [2.05819, 2.98839, 1.66560], [0.17710, -2.09209, -2.21545], [-0.21904, -1.18056, -3.19215], [0.79009, -3.27868, -2.52738], [0.78442, -0.39168, 3.79151], [1.02681, -3.59055, -3.88882], [-1.33457, 2.83290, 3.38804], [0.00406, 0.69700, 1.34842], [1.90977, -4.51076, -3.89516], [-0.47093, 3.49560, 3.58092], [-0.75466, -1.10010, -0.67753], [1.55324, 0.37323, 3.53991], [-2.22100, 3.41563, 3.41721], [2.01735, 1.53844, 0.28124], [-0.25133, -0.83954, -5.42970], [1.15094, -3.73988, -1.74355], [-1.41247, 2.02882, 4.15133], [-0.52632, -1.55429, 2.64869], [1.29472, 3.58734, 1.41399], [-0.69790, -0.29137, -3.02527], [-1.66051, 2.42756, 1.50691], [2.06181, 3.33350, 2.82825], [0.11309, -0.05210, 4.50379], [1.38958, -1.26366, 4.32849], [1.55428, -3.82029, -6.15908], [2.91914, 3.40681, 1.25849]],
  "forces_ev_per_angstrom": [[-1.635, -2.593, -0.835], [-0.807, 2.577, 1.978], [1.507, 0.632, -0.578], [3.649, -0.923, 1.378], [-1.044, 1.401, 7.272], [0.588, -0.844, 0.383], [2.747, -0.210, 2.292], [-0.572, 1.471, -4.510], [-0.400, -0.462, 1.733], [2.344, -4.779, -0.180], [0.788, -4.552, -0.818], [0.896, 2.091, 1.458], [0.603, -1.433, 2.282], [-1.374, 1.031, 0.968], [0.741, -0.843, -2.281], [-1.644, 3.098, -4.365], [1.329, -2.230, 0.388], [2.245, -1.617, 1.330], [2.183, -0.261, -0.135], [-0.968, 0.092, -0.228], [-2.838, 2.481, -1.132], [-0.517, -0.024, 1.078], [0.110, 0.411, -0.355], [-0.858, -0.504, -0.353], [-0.968, 0.422, -0.317], [1.365, 0.170, -5.209], [-0.087, 0.530, 0.741], [1.824, -3.049, 3.559], [0.111, 0.316, -0.480], [0.221, -0.196, 0.299], [-3.088, 1.840, -1.604], [-1.184, 2.072, 1.419], [-2.938, -0.504, -2.143], [0.296, -2.536, -2.136], [-0.645, 1.164, 1.991], [-1.337, 1.255, -1.642], [-2.418, 4.157, -0.510], [1.776, 0.347, -0.737]]
}

***

[4]
{
  "formula": "C9H18N",
  "method": "ωB97M-V/def2-TZVPD",
  "energy_ha": -408.09890,
  "orbital_gap_ev": 9.84,
  "total_charge": 1,
  "e_homo_ev": -12.8,
  "smiles": "C=C(C)[N@@H+](C)C(C)=C(C)C",
  "relative_energy_ev": 2.787,
  "species": ["N", "C", "C", "C", "C", "C", "C", "C", "C", "C", "H", "H", "H", "H", "H", "H", "H", "H", "H", "H", "H", "H", "H", "H", "H", "H", "H", "H"],
  "coordinates": [[0.25467, 0.15124, 0.76929], [-0.09439, -0.12891, -0.72916], [-0.09006, -1.39541, -1.32845], [0.84833, 1.44124, 1.58363], [0.27687, -2.55764, -0.52500], [2.11144, 1.24904, 2.01043], [-0.55026, -1.57450, -2.67613], [-0.38005, 1.09418, -1.53559], [-0.80575, -0.35569, 1.59885], [0.06279, 2.65340, 1.42872], [-0.82701, -0.62875, -3.33564], [0.93799, -3.29639, -0.98044], [2.72686, 2.05068, 2.54089], [0.78642, -2.37085, 0.48631], [0.50413, 1.39857, -1.97913], [-0.97724, 2.61158, 1.68635], [-1.14947, 1.06081, -2.34042], [0.52084, 3.23975, 2.24285], [0.02916, 3.21239, 0.49890], [-0.58513, -0.36511, 2.68273], [-1.71217, 0.35474, 1.45871], [-1.15797, -1.41184, 1.42869], [-1.35887, -2.28377, -2.88374], [0.27690, -2.08183, -3.26957], [1.03738, -0.40941, 0.91527], [-0.64166, 1.95341, -0.86258], [-0.47472, -3.32101, -0.27955], [2.80011, 0.27136, 2.08501]],
  "forces_ev_per_angstrom": [[0.194, -0.114, -0.166], [-0.361, -0.968, -1.738], [-0.215, 3.436, 4.128], [1.513, -1.852, -3.227], [1.358, -2.335, 2.308], [1.513, -0.665, 1.289], [0.275, 0.598, -4.860], [-1.968, 1.307, 1.438], [-3.964, -0.241, 1.587], [0.172, 1.516, 1.766], [0.725, -1.904, 1.790], [0.594, 0.603, -0.692], [-1.502, -0.756, -0.790], [-0.720, 0.094, -1.448], [1.895, 0.710, -1.169], [-0.618, -0.667, 0.441], [0.472, -0.378, 0.942], [-0.385, 0.634, -0.543], [0.894, -0.230, -0.221], [0.408, 0.450, -0.587], [1.405, -1.353, 0.212], [0.609, 1.197, -0.610], [-0.159, 0.069, 0.859], [-0.610, 0.678, 0.602], [1.664, -1.646, 0.204], [-0.098, -0.889, -0.713], [-0.844, 0.807, -0.042], [-2.243, 1.899, -0.759]]
}